No. 1
13
Properties=species:S:1:pos:R:3:forces:R:3:mulliken_charge:R:1 method="wB97M-V/def2-TZVPD" gap_ev="8.754 / 7.791" charge=0 de_lowest_ev=7.167 spin_multiplicity=1 e_lumo_ev="0.8672 / 0.6001" e_tot_ev=-6214.6799
C -0.20548 0.50393 -1.37971 0.6 -1.2 3.0 -0.13
C -0.59801 -0.61480 -0.37117 0.1 0.9 2.1 -0.36
C 1.50745 -0.85600 1.17054 -1.6 -0.7 -1.2 -0.94
N -1.12966 1.42100 -0.57524 1.4 0.4 0.1 -0.43
N -1.56742 0.26961 0.25175 0.9 0.0 -3.9 -0.28
H 0.89438 0.78577 -1.23464 -1.7 -0.4 -1.0 0.18
H -0.56489 0.14801 -2.31437 0.0 0.8 -1.3 0.26
H -1.00038 -1.63073 -0.45338 0.8 0.2 -0.6 0.28
H 1.20383 -0.02799 1.72688 -0.3 1.2 0.9 0.27
H 2.35544 -0.74881 0.53554 0.4 -0.2 -0.3 0.31
H 1.09478 -1.80257 1.46201 0.4 -0.3 0.1 0.30
H -0.45763 1.99111 0.01964 -1.1 -0.8 -0.9 0.28
H -1.53241 0.56147 1.16215 0.1 0.1 3.1 0.24

---

No. 2
17
Properties=species:S:1:pos:R:3:forces:R:3:mulliken_charge:R:1 method="wB97M-V/def2-TZVPD" gap_ev=9.816 charge=+1 de_lowest_ev=3.741 spin_multiplicity=1 e_lumo_ev=-3.8139 e_tot_ev=-7297.2073
C 0.11824 -0.02768 -0.18047 -0.9 1.5 2.3 0.60
C 0.69789 -1.55846 -1.08120 0.0 5.0 -2.4 -0.60
C 0.47548 -0.40113 1.21160 0.4 3.3 2.2 -1.46
C -0.94197 1.93798 0.96336 -0.7 1.0 -0.9 -0.83
N -0.64759 1.05984 -0.18657 0.2 -1.0 -2.0 -0.15
N 0.28290 -1.61071 -2.35896 -0.7 -1.0 -0.7 -0.37
H 0.15993 -2.07743 -0.41506 -1.3 -2.6 2.3 0.56
H 1.77306 -1.38423 -0.94572 -0.5 -0.6 0.1 0.34
H 1.07450 -1.21524 1.19012 1.6 -2.8 0.3 0.39
H -0.39130 -0.54014 1.85127 -0.5 -0.6 -0.3 0.46
H 1.02937 0.30108 1.96953 -0.7 -0.5 -2.0 0.38
H 0.05130 2.34789 1.19416 -0.8 0.0 1.0 0.33
H -1.73732 2.77519 0.78428 1.8 -1.5 -0.5 0.29
H -1.47529 1.26457 1.59393 0.3 -0.1 1.7 0.35
H -1.19479 1.36229 -0.97707 0.5 -0.4 -0.9 0.28
H 0.86613 -1.34989 -3.08952 1.5 0.6 -1.1 0.21
H -0.66067 -1.67315 -2.70953 -0.1 -0.3 0.9 0.21

---

No. 3
13
Properties=species:S:1:pos:R:3:forces:R:3:mulliken_charge:R:1 method="wB97M-V/def2-TZVPD" gap_ev="6.235 / 4.606" charge=+2 spin_multiplicity=5 e_lumo_ev="-9.8873 / -9.7065" e_tot_ev=-60484.0564
Mg -1.57620 -1.64843 -1.59346 1.6 0.5 0.1 0.97
N 0.83934 0.19078 -2.21714 0.0 -1.7 1.1 -0.36
S -0.44625 1.06593 -1.78450 1.0 -0.1 0.3 0.61
O -1.42156 0.18077 -0.95455 -0.8 -0.4 -0.4 -0.42
S 1.03761 -1.47245 -1.77518 -0.7 -1.9 0.0 0.24
O 1.34494 -2.76549 -0.54308 -0.8 3.5 -1.7 -0.30
C 0.38255 2.03578 -0.41394 0.9 0.6 0.4 0.78
F 1.44787 2.64379 -0.90940 -0.5 -0.2 -0.3 -0.19
F 0.79157 1.21056 0.53713 -0.3 -0.4 0.2 -0.20
F -0.44309 2.93242 0.09165 -0.4 -0.1 0.0 -0.19
Pm -2.34974 -1.45891 3.23827 3.0 -0.5 0.0 1.56
O -0.15072 -1.74738 3.00305 -3.5 0.6 0.2 -0.79
H 0.54366 -1.16736 3.32116 0.5 -0.1 0.0 0.29

---

No. 4
6
Properties=species:S:1:pos:R:3:forces:R:3:mulliken_charge:R:1 method="wB97M-V/def2-TZVPD" gap_ev=8.572 charge=+2 de_lowest_ev=0.751 spin_multiplicity=1 e_lumo_ev=-11.9737 e_tot_ev=-59539.9790
O -0.71060 0.52476 1.52184 4.0 1.4 0.0 -0.43
V 0.78987 1.09496 1.53471 -1.1 -2.8 6.3 1.79
O 1.48076 0.62907 2.99666 -2.8 1.8 -5.9 -0.38
O -1.19146 -0.76452 -0.93673 0.6 -0.9 -1.3 -0.43
V -0.63724 -1.33025 -2.28160 0.7 2.9 0.0 1.86
O 0.26867 -0.15402 -2.83489 -1.5 -2.4 0.9 -0.41

---

No. 5
66
Properties=species:S:1:pos:R:3:forces:R:3:mulliken_charge:R:1 method="wB97M-V/def2-TZVPD" gap_ev="7.612 / 8.304" charge=+1 spin_multiplicity=3 e_lumo_ev="-4.0029 / -3.4613" e_tot_ev=-105025.9780
V -0.36685 -1.74682 0.38134 1.0 0.0 0.1 -0.01
S -0.65481 -3.21991 -1.23888 -0.1 -0.3 -0.7 -0.33
C -2.19409 -3.09781 -0.43441 -1.7 0.6 -0.7 0.73
C -3.45197 -2.92581 -1.19923 0.9 -1.0 1.1 -0.96
C -4.59859 -2.68092 -0.47177 0.4 1.0 0.0 0.63
C -5.86956 -2.61655 -1.14914 2.8 -0.1 1.4 -0.31
N -6.85325 -2.59892 -1.69600 -2.6 0.1 -1.5 -0.39
C -4.54640 -2.31527 0.92752 0.6 -1.0 -1.1 0.47
C -3.39130 -2.52550 1.63310 -0.4 -0.7 -0.6 -0.65
C -2.23317 -2.97322 0.98614 0.8 -0.3 -0.7 0.28
S -0.77141 -3.28337 1.96899 -0.2 0.5 -0.2 -0.32
C -5.71806 -1.80005 1.51788 -0.1 0.0 0.4 -0.24
N -6.64450 -1.30839 1.97162 -0.6 0.3 0.3 -0.43
H -3.52481 -3.16026 -2.28889 0.3 0.4 1.1 0.46
H -3.34305 -2.58606 2.69078 -0.3 0.7 0.9 0.64
C 2.18497 1.97640 0.76355 -0.1 -0.6 -2.6 -1.14
N 1.37964 0.78533 0.48226 -0.6 0.6 0.3 0.21
P 1.92338 -0.62131 -0.26878 -1.6 -2.0 1.2 1.14
C 2.26635 -0.28751 -1.93339 0.2 0.6 -1.6 0.72
C 3.25015 0.64137 -2.26115 1.1 0.1 0.9 -0.39
C 3.60951 0.86565 -3.56682 0.9 0.2 -0.7 -0.73
C 3.09634 0.10772 -4.61162 -0.8 0.1 1.3 -0.67
C 2.00979 -0.71757 -4.28647 0.5 -1.5 -1.9 -0.48
C 1.57258 -0.90343 -2.99243 0.9 0.8 0.6 -0.37
C 3.41348 -1.27645 0.53325 -0.1 0.4 1.3 0.58
C 3.44480 -1.21655 1.96669 1.8 -0.1 -0.6 -0.68
C 4.66214 -1.54995 2.60696 -0.1 0.4 1.3 -0.40
C 5.80210 -2.02839 1.95217 -2.0 -0.9 -1.0 -0.74
C 5.60117 -2.30660 0.59928 0.9 0.4 -0.7 -0.44
C 4.48155 -1.87869 -0.14379 0.3 0.2 0.1 -0.49
P -0.33350 0.76742 0.54958 0.2 -1.2 0.8 0.56
C -1.29799 1.49186 -0.77579 0.4 0.4 -0.1 0.20
C -0.77331 2.32283 -1.74744 0.6 0.9 -1.0 0.19
C -1.56164 2.89109 -2.74715 -0.6 -0.4 0.1 -0.90
C -2.92032 2.58916 -2.76133 -0.3 -0.4 1.9 -0.55
C -3.50305 1.86398 -1.70991 2.0 -0.8 0.8 -0.77
C -2.66915 1.25018 -0.74098 -0.5 0.6 -1.5 -0.08
C -0.80539 1.64607 2.04287 -0.9 2.4 -0.4 0.25
C -0.54016 1.07930 3.30644 -0.4 0.9 -2.1 -0.51
C -1.08883 1.65216 4.41306 -0.4 -0.2 1.1 -0.62
C -1.85686 2.79998 4.26554 -0.9 -0.1 1.5 -0.33
C -2.06926 3.44127 3.07217 -0.3 0.1 -1.5 -0.69
C -1.56142 2.91255 1.89584 1.8 -2.6 -0.2 -0.22
H 3.07572 1.67841 1.24504 1.0 -0.1 0.7 0.41
H 1.61538 2.65746 1.30763 -0.8 1.1 1.3 0.47
H 2.41349 2.45168 -0.20398 0.2 0.1 0.4 0.32
H 3.92802 1.10482 -1.50584 -1.0 -0.4 -0.4 0.38
H 4.43562 1.55016 -3.73170 -0.1 0.0 -0.2 0.39
H 3.56479 0.16455 -5.57665 -0.3 -0.1 -0.4 0.45
H 1.64192 -1.44532 -5.05869 0.0 1.1 0.7 0.30
H 0.74263 -1.53231 -2.79701 -0.5 -0.6 0.1 0.27
H 2.62434 -0.85203 2.58833 0.1 0.0 -0.4 0.33
H 4.78971 -1.42882 3.70299 -0.6 0.0 -0.8 0.34
H 6.66889 -2.42611 2.48228 -0.2 0.5 -0.1 0.38
H 6.43325 -2.76973 0.07160 -0.3 0.0 -0.1 0.36
H 4.49732 -1.98066 -1.25084 -0.1 0.0 1.0 0.35
H 0.28133 2.57422 -1.84244 0.0 -0.3 0.6 0.25
H -1.13313 3.57666 -3.47318 0.0 -0.3 0.0 0.45
H -3.64322 2.90353 -3.45245 -0.3 0.9 -1.3 0.47
H -4.55679 1.72030 -1.58887 -0.4 -0.1 -0.4 0.49
H -3.08774 0.52585 -0.07213 -0.2 -0.1 0.6 0.48
H 0.06368 0.21253 3.33442 0.4 -1.0 0.3 0.38
H -1.02691 1.09915 5.36392 0.1 0.7 -0.4 0.38
H -2.44903 3.16140 5.11282 0.5 -0.1 -0.1 0.34
H -2.76963 4.26029 2.98297 0.2 0.3 0.3 0.40
H -1.66488 3.33495 0.86017 -0.2 -0.3 1.4 0.40

---

No. 6
91
Properties=species:S:1:pos:R:3:forces:R:3:mulliken_charge:R:1 method="wB97M-V/def2-TZVPD" gap_ev=9.176 charge=0 smiles="C[C@@H](Br)C[C@]1(CCCCl)OC(=O)O[C@@]1(F)S(=O)(=O)C(F)(F)C(F)(F)C(F)(F)C(F)(F)F.c1ccccc1.c1ccccc1.c1ccccc1.c1ccccc1" spin_multiplicity=1 e_lumo_ev=-0.0184 e_tot_ev=-169763.3309
C -4.70485 -3.72315 1.53862 0.0 -0.3 -0.2 -1.14
C -3.81959 -4.12311 0.33842 -0.9 0.8 0.4 0.18
Br -4.55942 -5.78161 -0.44761 0.4 0.2 0.3 -0.12
C -3.84254 -3.06651 -0.79604 1.0 -0.9 0.6 -1.76
C -2.88118 -1.86844 -0.59056 -1.0 1.6 -0.8 0.90
C -3.39676 -0.58162 0.11147 -0.6 -0.9 0.1 0.15
C -4.86403 -0.18832 -0.24823 0.6 0.3 0.3 -1.10
C -5.87628 -0.38876 0.88567 -0.7 0.4 -0.8 -0.52
Cl -5.39433 0.48715 2.39280 -0.1 -0.5 -0.5 -0.20
O -2.69994 -1.39484 -1.98486 0.3 -0.4 -0.8 -0.44
C -1.39817 -1.37888 -2.32980 -2.5 0.4 4.9 0.69
O -0.89183 -1.46830 -3.33732 1.9 0.1 -4.1 -0.44
O -0.70334 -1.26200 -1.08471 0.7 -0.1 0.6 -0.31
C -1.38357 -2.15670 -0.29556 -0.5 -0.7 -1.7 0.27
F -1.14160 -3.38406 -0.90732 0.0 -0.2 0.8 -0.37
S -0.80126 -2.44699 1.44001 -0.5 -2.6 1.1 1.37
O -1.90747 -2.54214 2.34176 -0.7 2.0 -0.1 -0.61
O -0.12347 -3.69654 1.42894 1.5 0.1 -1.1 -0.70
C 0.47834 -1.19679 1.96390 0.2 0.9 0.5 0.27
F 1.27367 -1.84945 2.80136 -0.5 -0.7 0.4 -0.32
F 1.25956 -0.83097 0.95418 -0.4 0.2 -0.9 -0.19
C -0.07992 0.05563 2.73952 0.6 0.1 0.4 0.64
F -1.38625 0.27019 2.56105 -0.3 -0.1 -0.6 -0.23
F 0.10150 -0.18836 4.04089 0.0 -0.1 0.3 -0.31
C 0.66572 1.39278 2.44349 -0.5 0.5 0.0 0.55
F 0.29581 2.23630 3.41803 -0.4 0.1 0.2 -0.30
F 1.98055 1.28430 2.56169 0.6 -0.7 -0.4 -0.24
C 0.27970 2.08298 1.07632 0.2 -0.1 0.5 0.64
F 1.36214 2.53809 0.49455 0.7 0.3 -0.4 -0.28
F -0.52927 3.08672 1.32583 -0.5 0.6 0.0 -0.27
F -0.33420 1.27093 0.22618 -0.3 -0.7 -0.2 -0.11
H -5.76951 -3.84063 1.28120 0.3 0.1 0.1 0.45
H -4.53570 -2.67828 1.83815 0.2 -0.4 -0.1 0.17
H -4.48741 -4.36366 2.40284 -0.1 0.2 -0.2 0.37
H -2.81063 -4.32940 0.71009 -0.2 -0.2 -0.5 0.49
H -4.87225 -2.74472 -0.99694 0.3 0.1 0.2 0.52
H -3.49980 -3.56987 -1.71023 -0.1 0.3 0.3 0.52
H -3.33443 -0.74172 1.19799 0.2 0.4 -0.3 0.28
H -2.75938 0.23902 -0.24314 0.1 -0.3 0.5 0.04
H -4.85353 0.88813 -0.48127 -0.1 -0.3 0.1 0.39
H -5.21049 -0.68461 -1.16760 0.0 0.1 0.4 0.50
H -6.81644 0.08529 0.56861 0.3 -0.2 0.2 0.50
H -6.11828 -1.43669 1.08971 0.4 0.3 0.3 0.08
C 4.38106 -1.46618 0.63159 0.0 0.0 0.0 -0.45
C 4.16572 -1.16458 1.97030 0.1 0.0 0.0 0.03
C 5.21192 -0.69287 2.75246 0.0 0.0 0.0 -0.77
C 6.47065 -0.51378 2.19386 0.0 0.0 0.0 -0.34
C 6.68440 -0.81202 0.85468 0.0 0.0 0.0 -0.45
C 5.64102 -1.29211 0.07438 0.0 0.0 0.0 -0.44
H 3.56646 -1.83759 0.02135 0.0 0.0 0.0 0.40
H 3.18627 -1.29702 2.40274 0.3 0.0 0.0 0.45
H 5.04593 -0.46367 3.79820 0.0 0.0 0.0 0.38
H 7.28533 -0.14144 2.80283 0.0 0.0 0.0 0.37
H 7.66596 -0.67085 0.41877 0.0 0.0 0.0 0.37
H 5.80938 -1.52998 -0.96900 0.0 0.0 0.0 0.43
C 1.44321 2.73710 -6.20894 0.0 -0.1 0.0 -0.42
C 1.50316 3.72702 -5.23693 0.0 0.0 0.0 -0.41
C 1.22240 3.41850 -3.91258 0.0 0.0 0.0 -0.48
C 0.89034 2.11706 -3.55890 0.0 0.0 0.0 -0.15
C 0.83311 1.12552 -4.53010 0.0 0.0 0.0 -0.53
C 1.10557 1.43591 -5.85564 0.0 0.1 0.0 -0.54
H 1.65997 2.97904 -7.24253 0.0 0.0 0.0 0.42
H 1.76888 4.74038 -5.51200 0.0 0.0 0.0 0.39
H 1.26356 4.19218 -3.15549 0.0 0.0 0.0 0.38
H 0.67629 1.87515 -2.52401 0.0 0.0 0.0 0.48
H 0.57660 0.11222 -4.25302 0.0 0.0 0.0 0.46
H 1.05666 0.66358 -6.61365 0.0 0.0 0.0 0.37
C -3.02580 1.96480 7.65778 0.0 0.0 0.0 -0.42
C -3.92528 2.96012 8.01616 0.0 0.0 0.0 -0.39
C -4.95720 3.30751 7.15442 0.0 0.0 0.0 -0.38
C -5.09519 2.65277 5.93761 0.0 0.0 0.0 -0.26
C -4.19792 1.65520 5.58110 0.0 0.0 0.0 0.40
C -3.16076 1.31367 6.43874 0.0 0.0 0.0 -0.63
H -2.21906 1.69625 8.32879 0.0 0.0 0.0 0.37
H -3.82146 3.46630 8.96818 0.0 0.0 0.0 0.36
H -5.65483 4.08833 7.43149 0.0 0.0 0.0 0.35
H -5.90285 2.92024 5.26693 0.0 0.0 0.0 0.37
H -4.30619 1.14357 4.63303 0.1 0.0 0.1 -0.14
H -2.45775 0.53868 6.15743 0.0 0.0 0.0 0.43
C 5.71388 0.42134 -4.41423 0.0 0.0 0.0 -0.64
C 4.60512 0.83441 -5.14125 0.0 0.0 0.0 0.07
C 4.70068 1.00416 -6.51676 0.1 0.0 0.0 -0.15
C 5.90305 0.75159 -7.16478 0.0 0.0 0.0 -0.54
C 7.01036 0.33527 -6.43762 0.0 0.0 0.0 -0.38
C 6.91725 0.17394 -5.06193 0.0 0.0 0.0 -0.39
H 5.63998 0.29224 -3.34095 0.0 0.0 0.0 0.52
H 3.66571 1.02483 -4.63603 0.0 0.0 0.0 0.22
H 3.83788 1.33226 -7.08247 0.0 0.0 0.0 0.22
H 5.97673 0.87935 -8.23801 0.0 0.0 0.0 0.36
H 7.94730 0.13698 -6.94400 0.0 0.0 0.0 0.36
H 7.78259 -0.14578 -4.49410 0.0 0.0 0.0 0.36

---

no.,F_max (eV/Å)
1,4.0
2,5.5
3,4.0
4,6.9
5,3.2
6,5.5